This record from OMol25 describes a molecular structure, C22H24BrN7O2RuS2. The level of theory is ωB97M-V/def2-TZVPD.

Structure (XYZ):
```
59
Properties=species:S:1:pos:R:3:forces:R:3
Ru -0.677 0.872 1.168 -0.2 -0.1 -0.3
Br -3.586 2.821 2.597 0.0 0.0 0.0
S -1.288 -0.221 3.022 0.1 0.1 0.2
S -0.213 3.178 1.821 0.0 -0.1 0.1
O -1.920 -1.183 -1.979 -0.1 -0.1 0.1
O -0.911 -0.721 -0.038 -0.1 0.1 0.1
N -2.677 1.231 0.487 -0.2 -0.1 0.0
N 1.158 0.243 1.595 0.1 -0.2 0.1
N 0.451 -1.633 4.432 0.0 0.0 0.0
N 1.429 -0.530 2.694 -0.3 0.1 0.0
N 0.231 2.412 4.359 0.0 0.0 0.0
N 0.398 1.580 -0.511 0.1 0.1 -0.1
N -0.270 4.653 3.965 0.0 0.0 0.0
C 2.550 1.477 -1.517 0.0 0.1 -0.1
C -5.008 1.475 -1.003 0.0 0.0 0.0
C 2.680 -1.562 5.527 0.0 0.0 0.0
C -4.849 2.178 0.177 0.0 0.0 0.0
C 1.673 -2.376 4.731 0.0 0.0 0.0
C 2.070 2.174 -2.615 0.1 0.0 0.0
C 1.693 1.189 -0.467 0.0 -0.1 0.2
C 0.345 -0.807 3.377 0.2 -0.1 0.0
C 0.663 1.571 6.563 0.0 0.0 0.0
C 0.117 3.998 6.156 0.0 0.0 0.0
C -0.175 4.994 5.273 0.0 0.0 0.0
C -1.841 -0.576 -0.937 0.3 0.2 -0.3
C -3.678 2.005 0.899 0.0 0.0 -0.1
C -0.055 2.261 -1.562 0.0 0.0 0.0
C -0.068 3.383 3.497 0.0 0.0 0.1
C 2.101 0.429 0.736 0.0 0.1 -0.2
C -0.399 6.425 5.623 0.0 0.0 0.0
C 0.748 2.579 -2.641 -0.1 0.0 0.0
C -2.884 0.483 -0.620 -0.1 0.0 0.1
C 0.316 2.697 5.649 0.0 0.0 0.0
C -4.020 0.587 -1.394 0.0 0.0 0.0
C 3.468 -0.128 0.940 0.0 0.0 0.1
H -1.097 2.553 -1.526 0.0 0.0 0.0
H 0.337 3.124 -3.478 0.0 0.0 0.0
H 3.407 -1.208 1.075 0.0 0.0 0.0
H 2.113 -2.701 3.788 0.0 0.0 0.0
H 1.743 1.576 6.731 0.0 0.0 0.0
H 3.593 -2.138 5.674 0.0 0.0 0.0
H 2.933 -0.645 4.993 0.0 0.0 0.0
H 0.177 1.677 7.532 0.0 0.0 0.0
H -5.911 1.595 -1.588 0.0 0.0 0.0
H -0.516 5.358 3.282 0.0 0.0 0.0
H 3.896 0.282 1.856 0.0 0.0 0.0
H 0.410 7.040 5.226 0.0 0.0 0.0
H -0.418 -1.965 4.816 0.0 0.0 0.0
H 1.375 -3.264 5.287 0.0 0.0 0.0
H -1.337 6.785 5.198 0.0 0.0 0.0
H -0.432 6.552 6.701 0.0 0.0 0.0
H 2.728 2.397 -3.444 0.0 0.0 0.0
H -5.617 2.836 0.554 0.0 0.0 0.0
H 0.190 4.204 7.213 0.0 0.0 0.0
H 3.579 1.157 -1.487 0.0 0.0 0.0
H 2.282 -1.302 6.508 0.0 0.0 0.0
H -4.099 -0.045 -2.266 0.0 0.0 0.0
H 0.400 0.623 6.101 0.0 0.0 0.0
H 4.135 0.087 0.112 0.0 0.0 0.0
```
Forces are in eV/Å.

Computed properties:
Energy relative to the best compared isomer or geometry (same formula, charge and spin), kcal per mole: 19.8
2S+1: 2
Lowest unoccupied orbital energy (spin up / spin down), eV: -2.940 / -3.626
Net charge: +1
<S²>: 0.755

=====

This record from OMol25 describes a molecular structure, C3HFO2Rb in a non-equilibrium geometry. The level of theory is ωB97M-V/def2-TZVPD.

Structure (XYZ):
```
8
Properties=species:S:1:pos:R:3:forces:R:3
Rb 4.612 0.038 -0.585 -0.3 0.0 0.0
F -2.095 1.162 -0.771 0.0 0.3 0.3
O 0.135 0.869 -0.573 -0.2 0.2 -0.7
O 0.285 -0.916 0.561 0.3 -0.3 0.1
C -1.128 0.492 -0.237 0.0 -0.7 -0.3
C -1.062 -0.644 0.461 -0.9 1.1 1.2
C 0.994 -0.031 -0.108 0.9 0.0 0.2
H -1.742 -0.970 1.253 0.3 -0.6 -0.9
```
Forces are in eV/Å.

Computed properties:
Energy relative to the best compared isomer or geometry (same formula, charge and spin), kcal per mole: 12.2
Lowest unoccupied orbital energy, eV: -3.904
Net charge: +1

=====

This record from OMol25 describes a molecular structure, C36H46N2P2V in a non-equilibrium geometry. The level of theory is ωB97M-V/def2-TZVPD.

Structure (XYZ):
```
87
Properties=species:S:1:pos:R:3:forces:R:3
V 0.013 -0.626 -0.058 0.2 0.6 -0.3
P -0.261 1.641 -1.409 -0.4 -0.7 0.2
P 0.020 -0.558 2.406 -0.6 -0.4 -0.1
N -1.823 -0.109 0.202 -0.2 -0.2 0.1
N 2.213 -0.786 0.150 0.5 0.2 0.2
C -3.663 0.751 1.566 -1.0 0.9 1.0
C 4.203 -1.159 -3.477 -0.1 -0.4 -0.7
C -4.129 1.286 2.771 0.9 -0.3 0.2
C 2.456 -1.911 -1.987 0.1 1.4 2.0
C -1.571 0.266 2.578 0.1 0.3 1.3
C 1.931 2.949 -2.438 -0.9 -0.2 -0.4
C 4.552 -0.109 -2.685 -0.2 0.4 1.2
C -3.338 1.307 3.918 0.6 0.0 -0.8
C 0.631 -5.164 -1.667 1.3 -0.1 -0.9
C -2.055 0.796 3.806 0.3 -0.5 0.1
C -0.802 3.281 -0.791 -0.4 0.9 -0.5
C 1.363 0.454 3.112 1.7 -1.1 0.3
C -1.893 3.311 0.293 0.3 1.3 -0.5
C 0.698 2.089 -2.897 0.6 0.9 -1.0
C -3.498 0.368 -3.655 1.0 -0.1 1.1
C -3.745 -0.445 -1.386 1.3 0.0 2.1
C 1.561 -4.206 -2.058 -0.9 0.6 0.3
C 1.407 -2.870 -1.632 0.0 -0.8 0.5
C -2.513 0.103 -1.018 0.1 0.1 -0.2
C -1.825 0.857 -1.973 0.8 0.1 1.4
C 3.140 -1.999 -3.124 1.4 -0.6 -2.4
C -2.353 0.290 1.416 -1.0 -0.1 0.4
C -2.307 0.959 -3.232 -0.2 0.3 -2.8
C 1.114 0.859 -3.681 0.9 0.3 -1.0
C 1.417 0.714 4.626 -0.4 0.6 -1.0
C 1.590 1.732 2.310 -0.3 0.2 -0.5
C 3.887 0.016 -1.440 0.3 -0.6 -1.0
C 2.903 -0.877 -1.110 -1.1 -0.8 -0.1
C 1.057 -3.116 2.853 -0.4 -0.3 -0.8
C -0.384 -4.829 -0.837 -1.9 -0.1 0.3
C -0.128 -2.218 3.289 0.4 0.1 0.4
C 0.332 -2.496 -0.801 -0.1 -0.8 -0.1
C -0.311 -2.076 4.840 0.3 -0.2 -1.1
C -1.313 4.167 -1.984 -0.9 0.3 1.2
C -0.571 -3.516 -0.451 0.0 0.6 0.3
C -4.192 -0.295 -2.657 -1.7 -0.3 -1.2
H -1.044 -2.676 2.871 0.2 0.4 0.1
H 1.604 1.101 -4.667 -0.7 0.1 0.9
H 2.379 2.437 -1.592 0.2 0.3 0.4
H 2.581 2.205 2.478 -0.7 -0.3 0.2
H 0.777 2.422 2.552 0.2 0.3 0.0
H 2.713 2.986 -3.204 -0.3 0.0 -0.1
H -0.616 -3.003 5.280 -0.5 -0.7 0.0
H 4.219 0.741 -0.734 0.1 0.6 0.4
H -1.147 -5.590 -0.635 0.3 0.3 0.3
H -3.677 1.774 4.825 -0.1 0.0 0.2
H 0.670 -6.173 -2.041 0.3 -0.2 -0.1
H 2.218 -1.711 0.605 0.2 0.5 0.0
H 1.595 3.981 -2.203 0.5 -0.6 0.1
H 2.347 -4.466 -2.731 0.5 -0.2 -0.2
H 0.578 1.369 4.856 0.1 0.0 0.4
H -1.587 2.795 1.175 0.3 -0.3 0.8
H 0.103 3.719 -0.342 -0.1 0.0 -0.3
H -1.449 -3.274 0.141 0.0 0.0 0.1
H -3.815 0.321 -4.683 -0.1 0.3 -0.1
H -5.166 -0.708 -2.887 0.0 -0.2 -0.1
H 1.103 -4.073 3.380 -0.4 0.1 0.0
H -1.071 -1.336 5.054 0.0 0.1 0.2
H 1.499 1.538 1.227 0.0 0.1 0.3
H 2.255 -0.197 2.914 -0.5 0.2 0.0
H 1.035 -3.328 1.749 -0.2 0.1 1.0
H -5.100 1.729 2.849 -0.5 0.0 -0.3
H -1.432 0.767 4.718 -0.3 0.0 -0.8
H 2.716 -0.096 0.721 -0.4 -0.5 0.0
H 5.332 0.605 -2.930 0.0 -0.2 -0.1
H 2.340 1.262 4.783 0.1 0.0 0.4
H 4.740 -1.392 -4.387 0.0 0.2 -0.1
H -4.245 -0.984 -0.583 -0.4 -0.1 -0.6
H -0.744 4.163 -2.887 0.7 0.1 -0.3
H 0.290 0.200 -3.879 -0.5 -0.4 -0.2
H 0.093 2.718 -3.588 0.2 -0.5 0.6
H 1.383 -0.185 5.221 0.1 0.1 0.1
H 1.863 0.297 -3.160 0.3 -0.3 0.4
H 2.017 -2.679 3.042 0.6 0.6 0.3
H -1.344 5.203 -1.585 -0.2 -0.5 -0.5
H -2.098 4.405 0.551 0.1 -1.5 -0.3
H -2.791 2.820 -0.060 -0.3 0.1 -0.1
H -4.408 0.815 0.798 0.2 -0.2 -0.7
H -2.338 3.867 -2.308 0.6 0.2 0.6
H 0.612 -1.878 5.370 0.2 0.4 -0.2
H -1.675 1.472 -3.959 -0.3 0.0 0.0
H 2.871 -2.793 -3.804 0.1 0.0 -0.2
```
Forces are in eV/Å.

Computed properties:
2S+1: 3
Lowest unoccupied orbital energy (spin up / spin down), eV: -2.719 / -2.448
Net charge: +1
<S²>: 2.029

=====

This record from OMol25 describes a molecular structure, C6H14NO in a non-equilibrium geometry. The level of theory is ωB97M-V/def2-TZVPD.

Structure (XYZ):
```
22
Properties=species:S:1:pos:R:3:forces:R:3
O -3.182 1.119 0.164 1.5 -0.5 -3.6
N 0.679 -0.245 0.872 -3.1 1.5 -1.7
C 1.127 0.063 -0.497 -1.7 -0.4 0.3
C -1.486 -1.393 0.193 0.1 -0.7 -1.3
C -2.269 0.980 -0.771 -2.4 2.1 1.0
C 3.348 -0.640 0.245 1.3 0.7 -0.7
C -0.822 -0.171 0.749 4.1 -1.5 1.8
C 2.556 0.433 -0.613 2.2 -0.3 0.0
H -1.830 1.996 -1.249 -0.7 -1.9 0.8
H 0.615 0.967 -0.828 -0.5 0.4 -0.4
H 2.580 -0.833 0.959 -0.3 -0.9 0.8
H 3.629 -1.556 -0.333 -0.4 0.7 0.4
H -1.208 0.763 0.054 1.4 -0.7 0.7
H -1.269 -0.031 1.758 0.0 0.6 -0.6
H -2.537 -1.216 0.317 -0.9 -0.1 -0.7
H 2.683 1.446 -0.195 0.1 -0.4 0.1
H -1.156 -1.652 -0.849 -0.6 0.4 0.7
H 2.826 0.538 -1.706 0.1 -0.4 1.0
H -2.140 0.059 -1.509 -0.5 1.7 1.5
H 4.262 -0.340 0.852 -0.9 0.1 -1.1
H 0.830 -0.701 -1.265 0.4 0.0 0.2
H -1.311 -2.302 0.739 0.6 -0.2 0.8
```
Forces are in eV/Å.

Computed properties:
Energy relative to the best compared isomer or geometry (same formula, charge and spin), kcal per mole: 98.7
Lowest unoccupied orbital energy, eV: 4.073
Net charge: -1